1.
62
Properties=species:S:1:pos:R:3:forces:R:3:mulliken_spin:R:1 method="wB97M-V/def2-TZVPD" relative_energy_kcal_mol=0.3 homo_energy_ha="-0.5268 / -0.5382" orbital_gap_ev="6.538 / 6.976" spin_multiplicity=2 charge=+2 s2=0.78
Tc -1.457 0.453 -0.061 -0.07 0.00 -0.12 0.946
S -2.374 -1.172 -1.119 0.00 0.11 0.06 -0.119
C -1.216 -2.318 -1.814 0.06 -0.06 -0.04 0.014
C -1.711 -3.356 -2.597 0.00 0.06 0.04 -0.014
C -0.815 -4.238 -3.184 0.05 -0.01 0.00 0.006
C 0.552 -4.082 -2.995 -0.01 0.01 0.01 -0.013
C 1.042 -3.043 -2.208 0.01 -0.04 -0.03 0.006
C 0.152 -2.168 -1.607 -0.09 0.02 0.01 -0.016
As 0.672 -0.676 -0.515 0.09 -0.09 -0.05 -0.019
C 1.523 -1.341 1.069 -0.01 0.01 0.00 0.000
C 1.756 -2.697 1.256 -0.01 -0.01 -0.01 -0.004
C 2.362 -3.129 2.428 0.00 0.00 0.00 0.001
C 2.731 -2.213 3.402 0.00 0.00 0.00 -0.001
C 2.493 -0.857 3.215 0.00 0.00 0.00 0.000
C 1.884 -0.417 2.050 0.00 0.00 0.00 0.002
C 2.029 0.217 -1.543 -0.01 0.01 0.01 0.010
C 1.745 0.539 -2.869 0.00 0.00 0.00 -0.014
C 2.709 1.165 -3.643 0.00 0.00 0.00 -0.004
C 3.950 1.470 -3.093 0.00 0.00 0.00 -0.001
C 4.233 1.137 -1.776 0.00 0.00 0.00 0.002
C 3.273 0.506 -0.994 0.00 0.00 0.00 -0.001
H -2.776 -3.466 -2.754 0.00 0.00 0.00 0.001
H -1.186 -5.047 -3.798 0.00 0.00 0.00 0.000
H 1.243 -4.769 -3.463 0.00 0.00 0.00 0.000
H 2.110 -2.921 -2.074 0.00 0.00 0.00 -0.001
H 1.469 -3.419 0.502 0.00 0.00 0.00 -0.001
H 2.548 -4.184 2.578 0.00 0.00 0.00 0.000
H 3.205 -2.555 4.312 0.00 0.00 0.00 0.000
H 2.781 -0.144 3.977 0.00 0.00 0.00 0.000
H 1.696 0.643 1.908 0.00 0.00 0.00 0.000
H 0.783 0.292 -3.305 0.00 0.00 0.00 0.006
H 2.498 1.407 -4.676 0.00 0.00 0.00 0.000
H 4.703 1.954 -3.700 0.00 0.00 0.00 0.000
H 5.207 1.353 -1.358 0.00 0.00 0.00 0.000
H 3.508 0.227 0.026 0.00 0.00 0.00 0.000
C 1.628 3.659 -0.939 0.01 0.00 -0.01 -0.003
N 0.588 3.448 0.069 0.00 -0.02 0.03 0.004
C 0.655 3.862 1.375 0.01 0.00 -0.01 0.001
C -0.539 3.574 1.954 0.00 -0.02 -0.02 0.000
N -1.349 3.008 1.001 -0.01 0.09 -0.01 0.002
B -2.916 2.896 1.176 0.01 -0.02 0.00 -0.014
N -3.422 1.360 1.078 -0.03 0.01 0.00 0.039
C -4.746 1.134 0.726 0.01 0.00 0.00 0.007
C -5.144 -0.025 1.297 0.02 -0.01 0.02 0.017
N -4.066 -0.538 1.989 -0.03 0.00 -0.02 0.020
C -4.012 -1.825 2.679 0.00 -0.01 0.00 0.001
C -3.039 0.306 1.857 0.01 0.02 0.00 -0.015
S -1.364 0.016 2.219 0.01 0.01 0.01 -0.012
C -0.636 2.935 -0.146 -0.03 -0.01 0.06 -0.004
S -1.236 2.178 -1.589 -0.01 -0.06 0.04 0.162
H 2.599 3.495 -0.480 0.00 0.00 0.00 -0.001
H 1.563 4.676 -1.320 0.00 0.00 0.00 0.001
H 1.488 2.949 -1.749 0.00 0.00 0.00 0.002
H 1.532 4.344 1.771 0.00 0.00 0.00 0.000
H -0.891 3.755 2.954 0.00 0.00 0.00 0.000
H -3.455 3.467 0.277 0.00 0.00 0.00 0.001
H -3.169 3.285 2.276 0.00 0.00 0.00 0.003
H -5.293 1.848 0.136 0.00 0.00 0.00 0.001
H -6.096 -0.526 1.281 0.00 0.00 0.00 0.002
H -4.894 -2.398 2.411 0.00 0.00 0.00 0.001
H -3.989 -1.672 3.755 0.00 0.00 0.00 0.001
H -3.117 -2.361 2.365 0.00 0.00 0.00 -0.001

2.
17
Properties=species:S:1:pos:R:3:forces:R:3:nbo_charge:R:1 method="wB97M-V/def2-TZVPD" relative_energy_kcal_mol=12.8 homo_energy_ha=-0.3564 orbital_gap_ev=10.390 smiles="C=C[C@@H]1[C@@H](Br)C(=O)N1C" charge=0
C -2.534 -0.786 -0.221 -0.31 1.04 1.55 -0.381
C -1.406 -0.646 0.521 0.37 -0.02 -4.33 -0.194
C 0.002 -0.591 -0.252 -1.04 -0.08 5.41 -0.056
C 1.115 -1.222 0.716 -0.93 -1.14 -2.27 -0.318
Br 2.227 -2.521 -0.200 -0.15 0.06 0.46 0.026
C 1.689 0.157 0.732 1.13 -1.56 2.76 0.641
O 2.539 0.672 1.367 2.49 1.04 0.86 -0.577
N 0.724 0.650 0.047 -4.00 2.48 -4.77 -0.402
C 0.675 1.883 -0.720 -0.42 2.03 0.26 -0.446
H -3.586 -0.563 0.117 1.34 -0.69 0.23 0.208
H -2.526 -0.957 -1.286 0.51 -0.03 -0.21 0.194
H -1.310 -0.475 1.556 -0.39 0.33 1.13 0.203
H -0.088 -0.918 -1.224 0.15 -0.57 -2.23 0.203
H 0.626 -1.578 1.602 0.48 -0.50 0.57 0.235
H 0.565 1.770 -1.822 1.12 -0.53 0.61 0.210
H -0.197 2.560 -0.593 -0.13 -0.90 0.89 0.210
H 1.485 2.563 -0.341 -0.22 -0.97 -0.92 0.244

3.
13
Properties=species:S:1:pos:R:3:forces:R:3:nbo_charge:R:1 method="wB97M-V/def2-TZVPD" relative_energy_kcal_mol=64.6 homo_energy_ha=-0.3802 orbital_gap_ev=11.092 smiles="N#CCCC=O.[H][H]" charge=0
N 1.885 1.035 -1.780 -0.69 0.13 0.92 -0.320
C 1.201 1.115 -0.851 0.59 -0.09 -0.79 0.285
C 0.322 1.201 0.322 0.02 0.06 0.09 -0.519
C -0.884 0.265 0.231 -0.05 0.04 0.13 -0.506
C -0.556 -1.171 0.574 -0.04 -0.02 0.95 0.442
O 0.350 -1.480 1.317 -0.80 0.22 0.25 -0.571
H 0.904 0.932 1.208 -0.02 0.09 -0.10 0.273
H -0.005 2.240 0.425 0.07 -0.14 -0.01 0.254
H -1.587 0.513 1.034 -0.09 0.25 -0.09 0.249
H -1.427 0.375 -0.716 0.17 -0.22 0.17 0.234
H -1.273 -1.914 0.167 0.11 0.05 0.25 0.134
H 0.755 -1.648 -0.680 0.24 -0.16 -1.18 0.064
H 0.315 -1.463 -1.250 0.50 -0.21 -0.62 -0.020

The following maximum force values (in eV Å⁻¹) correspond, in order, to the records above: 0.14; 6.70; 1.21.